Formula: C32H80AsF6N4O4
Source: OMol25
Level of theory: ωB97M-V/def2-TZVPD

Spin multiplicity: 1
Total charge: +3
Lowest unoccupied orbital energy (eV): -5.793
Highest occupied orbital energy (eV): -15.3
Energy relative to the best compared isomer or geometry (same formula, charge and spin) (kcal per mole): 0.0

Last column: Mulliken charge in e.
Geometry (Å):
C -8.19991 0.97888 -3.84284  -1.39
C -6.93560 0.64164 -3.10489  -0.29
N -7.03440 -0.24944 -1.81761  0.39
C -7.50305 0.60048 -0.59748  -0.87
C -8.06244 -1.38614 -2.11235  -0.39
C -8.35692 -2.33091 -0.96443  -1.23
C -5.64195 -0.93523 -1.65333  -0.66
C -4.37767 -0.01031 -1.46139  -0.15
O -4.07589 0.58534 -2.66679  -0.30
C -2.97970 1.50132 -2.73320  -0.60
H -8.97340 1.28882 -3.14017  0.32
H -8.41702 0.09973 -4.44952  0.38
H -7.99997 1.82201 -4.50409  0.41
H -6.39307 1.55910 -2.87675  0.38
H -6.41119 0.11267 -3.90069  0.33
H -7.76036 0.04487 0.30429  0.34
H -8.33031 1.23293 -0.91957  0.32
H -6.69548 1.33061 -0.54398  0.39
H -7.56705 -1.85820 -2.96079  0.44
H -8.99478 -0.96738 -2.49113  0.40
H -8.80690 -1.86769 -0.08635  0.32
H -7.39134 -2.72371 -0.64592  0.30
H -9.01867 -3.16023 -1.21428  0.42
H -5.42981 -1.78628 -2.30048  0.43
H -5.75507 -1.43820 -0.69295  0.45
H -3.57760 -0.66252 -1.11125  -0.16
H -4.45991 0.71786 -0.65448  0.34
H -2.04637 0.94308 -2.66010  0.26
H -2.94069 2.18976 -1.88904  0.10
H -2.88042 2.09616 -3.64118  0.36
C -2.27589 4.95143 -0.03525  -1.36
C -1.79706 4.10433 1.18325  0.18
N -0.85156 4.88724 2.17627  0.28
C -1.77283 5.85116 2.93397  -1.05
C -0.24127 3.83410 3.17983  -0.18
C -1.23620 2.91856 3.90846  -1.18
C 0.31754 5.48659 1.39163  -0.21
C 1.42014 6.05566 2.34483  -1.11
O 0.98794 7.22074 2.96019  -0.31
C 2.07084 7.95843 3.46663  -0.82
H -3.11360 4.43402 -0.50282  0.38
H -1.45966 5.08667 -0.74488  0.30
H -2.58024 5.93666 0.31802  0.38
H -1.17647 3.28460 0.82133  -0.21
H -2.57607 3.57970 1.73643  0.50
H -1.94301 6.71773 2.29506  0.42
H -1.20603 6.22887 3.78496  0.40
H -2.68126 5.35679 3.27811  0.38
H 0.36734 4.42490 3.86442  0.57
H 0.39230 3.19023 2.56981  0.17
H -1.12074 1.96212 3.39855  0.23
H -2.30224 3.13570 3.84127  0.28
H -1.00504 2.86751 4.97244  0.34
H -0.05254 6.33501 0.81602  0.46
H 0.75674 4.72997 0.74146  0.18
H 2.24008 6.34933 1.68944  0.56
H 1.92496 5.41627 3.06900  0.49
H 2.65510 7.39988 4.19791  0.33
H 1.69675 8.90699 3.85181  0.28
H 2.72000 8.33244 2.67491  0.34
C 1.91857 -3.49820 2.93045  -1.26
C 1.24976 -3.24559 1.50420  -0.55
N -0.08285 -4.02552 1.25621  0.45
C -1.11374 -3.59603 2.29724  -1.20
C -0.59183 -3.81198 -0.20753  -0.48
C -1.14676 -2.37487 -0.52701  -1.15
C 0.02644 -5.58397 1.43284  -0.68
C 0.89473 -6.33224 0.33699  -0.77
O 2.22550 -5.77887 0.17012  -0.20
C 3.21144 -6.54413 0.81924  -0.82
H 1.20827 -3.22048 3.70920  0.41
H 2.83927 -2.95432 3.14159  0.37
H 2.30507 -4.51737 2.93430  0.23
H 2.00346 -3.38030 0.72840  0.34
H 0.93632 -2.20257 1.54841  0.41
H -2.06044 -3.92600 1.86948  0.43
H -1.09778 -2.51075 2.39733  0.37
H -0.83000 -4.03891 3.25194  0.46
H -1.37660 -4.52499 -0.46029  0.46
H 0.30635 -3.99036 -0.79876  0.36
H -1.88347 -2.03188 0.19944  0.25
H -1.46871 -2.36341 -1.56831  0.52
H -0.30299 -1.69004 -0.44246  0.15
H -0.94041 -6.07440 1.31990  0.50
H 0.24499 -5.85089 2.46681  0.48
H 0.39648 -6.33258 -0.63248  0.35
H 1.03408 -7.37397 0.62591  0.56
H 4.19841 -6.13767 0.59839  0.17
H 3.35134 -7.51642 0.34683  0.35
H 3.00757 -6.58316 1.88930  0.39
C 4.48316 -2.90328 -0.73293  -1.25
C 5.91927 -2.36285 -0.77283  -0.90
N 6.07522 -0.76889 -0.59180  0.64
C 5.85748 -0.54324 0.91470  -1.01
C 7.53295 -0.33582 -0.84574  -0.41
C 8.59183 -1.23416 -0.15050  -1.25
C 4.99899 0.07591 -1.36091  -0.02
C 5.15171 0.08863 -2.91078  -1.05
O 5.19037 -1.27051 -3.38070  -0.12
C 5.04409 -1.52838 -4.76105  -0.86
H 3.72103 -2.39848 -1.32659  0.33
H 4.15173 -2.82794 0.30273  0.31
H 4.53483 -3.98213 -0.87965  0.48
H 6.30797 -2.63618 -1.75380  0.46
H 6.51683 -2.89013 -0.02918  0.72
H 5.98832 0.49430 1.22210  0.39
H 6.46578 -1.22629 1.50759  0.39
H 4.79596 -0.74933 1.05181  0.29
H 7.65417 0.71112 -0.56763  0.39
H 7.57168 -0.60299 -1.90177  0.36
H 9.58270 -0.92319 -0.48155  0.42
H 8.42214 -2.28223 -0.39714  0.31
H 8.68258 -1.21705 0.93558  0.35
H 5.06984 1.11877 -1.05182  0.47
H 3.98438 -0.28212 -1.18630  -0.33
H 6.05825 0.66167 -3.10552  0.43
H 4.27559 0.63287 -3.26337  0.55
H 4.81012 -2.57995 -4.92710  0.25
H 5.99542 -1.24772 -5.21305  0.31
H 4.29745 -0.96499 -5.32070  0.33
As 1.19526 1.51147 -0.15120  2.15
F 0.06467 0.44063 -1.06700  -0.53
F 2.16369 0.18456 0.60099  -0.41
F 2.32948 2.60983 0.76767  -0.57
F 0.47660 2.95337 -0.90959  -0.46
F 0.00818 1.50620 1.23014  -0.59
F 2.42671 1.46776 -1.48115  -0.51